{"formula": "C5H11NO2", "method": "ωB97M-V/def2-TZVPD", "elements": ["C", "C", "O", "C", "N", "C", "C", "O", "H", "H", "H", "H", "H", "H", "H", "H", "H", "H", "H"], "positions_angstrom": [[0.2002, -0.8110, -0.9474], [1.5435, -0.7408, -1.6267], [2.6369, -0.8645, -0.7479], [-0.0187, 0.2630, 0.0699], [-1.3080, 0.5059, 0.5281], [-1.3922, 1.4397, 1.6472], [-2.2916, -0.5527, 0.5563], [0.9043, 0.9541, 0.4901], [-0.0171, -1.7771, -0.4895], [-0.5671, -0.6235, -1.7129], [1.7904, -1.4929, -2.3737], [1.5754, 0.2346, -2.1452], [2.6015, -0.2101, -0.0519], [-2.4479, 1.7088, 1.7296], [-0.9999, 1.0638, 2.5922], [-0.8597, 2.3542, 1.4019], [-1.9648, -1.3874, -0.0611], [-3.2890, -0.2352, 0.2668], [-2.3683, -1.0568, 1.5332]], "orbital_gap_ha": 0.3812, "smiles": "CN(C)C(=O)CCO", "lumo_energy_ev": 0.79, "multiplicity": 1, "de_lowest_kcal_mol": 21.5, "energy_ha": -402.3440}